Here is a 2-piece molecular cluster, CH4OS2 overall in a non-equilibrium geometry from the OMol25 dataset. Energies are from ωB97M-V/def2-TZVPD.

Total charge   0
HOMO level (spin up / spin down)   -7.52 / -7.52 eV
Orbital gap (spin up / spin down)   0.2289 / 0.2290 Ha
Energy above the lowest of the compared OMol25 structures with the same formula, charge and spin   59.61 kcal/mol
Lowest unoccupied orbital energy (spin up / spin down)   -1.290 / -1.290 eV

Positions of all 8 atoms, in Å:
C -0.825 0.454 -0.273
O -1.190 1.448 0.468
S 1.960 -0.573 0.245
S -1.175 -1.167 0.206
H -0.260 0.608 -1.213
H -1.471 1.149 1.401
H 3.101 -0.417 -0.258
H -0.141 -1.502 -0.575

Just the Löwdin charges please, in e? Sure, here they are: -0.603, 0.019, 0.135, 0.804, 0.081, 0.174, -0.439, -0.171


Here is one molecule with the formula CH4OS2 in a non-equilibrium geometry from the OMol25 dataset. Energies are from ωB97M-V/def2-TZVPD.

Total charge   0
SMILES string   OSCS
HOMO level   -8.57 eV
Orbital gap   0.3318 Ha
Energy above the lowest of the compared OMol25 structures with the same formula, charge and spin   33.81 kcal/mol
Lowest unoccupied orbital energy   0.455 eV

Positions of all 8 atoms, in Å:
O 0.423 1.434 1.328
S 1.352 0.515 0.300
C 0.240 -0.779 -0.212
S -0.765 -0.259 -1.750
H 0.280 2.442 1.171
H -0.524 -1.148 0.814
H 0.848 -1.578 -0.541
H -1.854 -0.627 -1.109

Just the Löwdin charges please, in e? Sure, here they are: -0.530, 0.748, -0.851, 0.587, 0.103, 0.156, -0.024, -0.190


Here is CH4OSn as an isolated structure in a non-equilibrium geometry from the OMol25 dataset. Energies are from ωB97M-V/def2-TZVPD.

Total charge   +2
HOMO level   -22.29 eV
Orbital gap   0.3510 Ha
Energy above the lowest of the compared OMol25 structures with the same formula, charge and spin   0.00 kcal/mol
Lowest unoccupied orbital energy   -12.737 eV

Positions of all 7 atoms, in Å:
Sn -9.132 -2.028 17.729
C -7.379 -4.371 18.626
O -7.386 -3.000 18.351
H -7.303 -4.996 17.736
H -6.564 -4.630 19.302
H -8.275 -4.776 19.095
H -6.525 -2.706 18.045

Just the Löwdin charges please, in e? Sure, here they are: 1.911, -0.088, -0.348, 0.124, 0.137, 0.116, 0.148


Here is one molecule with the formula CH4P2 in a non-equilibrium geometry from the OMol25 dataset. Energies are from ωB97M-V/def2-TZVPD.

Total charge   0
HOMO level (spin up / spin down)   -8.04 / -7.75 eV
Orbital gap (spin up / spin down)   0.2355 / 0.2310 Ha
Energy above the lowest of the compared OMol25 structures with the same formula, charge and spin   74.56 kcal/mol
Lowest unoccupied orbital energy (spin up / spin down)   -1.629 / -1.464 eV

Positions of all 7 atoms, in Å:
C -1.140 -0.078 0.426
P 1.426 1.564 -0.512
P 0.564 -0.243 -0.019
H -1.116 0.782 1.063
H -1.595 0.053 -0.606
H 1.318 -1.016 0.827
H 0.542 -1.062 -1.178

Just the Löwdin charges please, in e? Sure, here they are: -0.299, 0.245, 0.200, -0.051, 0.009, -0.069, -0.036


Question: The highest total charge belongs to which entry?
Answer: CH4OSn